{"formula": "C43H41BF6O2", "method": "ωB97M-V/def2-TZVPD", "homo_ev": -8.1, "elements": ["C", "C", "C", "C", "C", "C", "C", "C", "C", "C", "C", "C", "C", "C", "C", "C", "C", "C", "C", "C", "C", "H", "H", "H", "H", "H", "H", "H", "H", "H", "H", "H", "H", "H", "H", "H", "H", "H", "C", "C", "C", "C", "C", "C", "O", "B", "C", "C", "C", "C", "F", "F", "F", "C", "C", "C", "F", "F", "F", "C", "C", "C", "C", "C", "C", "C", "C", "C", "O", "H", "H", "H", "H", "H", "H", "H", "H", "H", "H", "H", "H", "H", "H", "H", "H", "H", "H", "H", "H", "H", "H", "H", "H"], "coordinates": [[-4.24873, 2.69587, -0.70229], [-4.29509, 2.16438, 0.59155], [-3.58381, 1.00783, 0.91561], [-2.83964, 0.32707, -0.06892], [-2.10593, -0.91464, 0.28411], [-1.77002, -1.19592, 1.58106], [-1.47064, -2.58982, 2.10295], [-0.59093, -2.56258, 3.36392], [0.26736, -3.64949, 3.56483], [1.00019, -3.76020, 4.74434], [0.91222, -2.73523, 5.70013], [0.06588, -1.63972, 5.49407], [-0.71900, -1.56874, 4.33294], [-1.74007, -1.86496, -0.81016], [-0.47729, -2.48708, -0.84353], [-0.14859, -3.36842, -1.87603], [-1.08513, -3.64069, -2.88087], [-2.36113, -3.06732, -2.83157], [-2.67744, -2.16900, -1.81358], [-2.81121, 0.86291, -1.37496], [-3.51839, 2.02304, -1.68890], [-4.81280, 3.59462, -0.96050], [-4.90173, 2.65232, 1.35122], [-3.60988, 0.60679, 1.93117], [-1.75470, -0.39511, 2.32437], [-0.87773, -3.15538, 1.38298], [0.33761, -4.42307, 2.79208], [1.65152, -4.62707, 4.89187], [1.53808, -2.76924, 6.59227], [0.01717, -0.80896, 6.20232], [-1.41724, -0.73995, 4.17868], [0.26166, -2.24205, -0.07472], [0.83875, -3.83808, -1.88797], [-0.83293, -4.32520, -3.69134], [-3.11807, -3.30172, -3.58182], [-3.65871, -1.68404, -1.79348], [-2.21510, 0.37088, -2.14615], [-3.50147, 2.39470, -2.71195], [-6.43727, -8.90986, 3.61696], [-7.03082, -7.71977, 2.89822], [-8.15867, -8.20800, 1.97225], [-7.45671, -6.46939, 3.80498], [-8.91277, -6.37821, 4.22112], [-6.56148, -6.32227, 5.03405], [-7.21548, -5.33479, 2.94839], [-6.54589, -5.89307, 1.87617], [-6.57246, -5.25922, 0.47952], [-5.88036, -5.87355, -0.57157], [-6.06035, -5.39877, -1.85791], [-5.38115, -6.09602, -2.99775], [-6.25405, -6.78923, -3.79303], [-4.73707, -5.20187, -3.81868], [-4.43866, -6.98663, -2.56955], [-6.88232, -4.30692, -2.12592], [-7.50392, -3.67393, -1.06018], [-8.36641, -2.46349, -1.28147], [-7.79479, -1.35244, -0.70924], [-8.55954, -2.18187, -2.59964], [-9.60759, -2.60068, -0.71342], [-7.35132, -4.12509, 0.24050], [-2.73226, -3.33116, 2.42600], [-3.85334, -3.35430, 1.35038], [-2.49795, -4.78388, 2.85488], [-2.54290, -5.15240, 4.20274], [-1.98916, -6.37249, 4.59853], [-1.51932, -7.26616, 3.62897], [-1.75326, -7.00072, 2.27768], [-2.28380, -5.77111, 1.88917], [-6.00031, -7.16290, 2.06403], [-7.22308, -9.38303, 4.22155], [-6.07472, -9.63054, 2.87174], [-5.59061, -8.62019, 4.25133], [-8.88750, -8.79442, 2.54212], [-8.67733, -7.38732, 1.45302], [-7.72759, -8.85409, 1.19482], [-9.20324, -7.26104, 4.79704], [-9.03864, -5.49324, 4.85574], [-9.58058, -6.27210, 3.35903], [-6.77578, -7.13965, 5.73865], [-5.49342, -6.32407, 4.75805], [-6.79090, -5.36245, 5.51981], [-5.25427, -6.73832, -0.38427], [-7.05020, -3.96718, -3.14114], [-7.86510, -3.63006, 1.05922], [-3.19389, -2.80031, 3.27164], [-4.79119, -3.55402, 1.88531], [-4.00110, -2.42537, 0.79187], [-3.73938, -4.15173, 0.60218], [-2.91662, -4.44147, 4.94468], [-1.94361, -6.64165, 5.65572], [-1.04719, -8.20728, 3.92411], [-1.54193, -7.73915, 1.50471], [-2.48189, -5.56042, 0.83695]], "forces_ev_per_a": [[0.0, -0.5, -0.1], [0.2, 0.1, -0.1], [-0.1, 0.0, -0.5], [0.2, 0.7, -0.1], [0.8, -0.3, 1.2], [-0.1, 0.0, -1.2], [1.9, 0.8, 0.1], [-0.4, -0.2, -0.4], [0.1, 0.1, 0.3], [-0.1, 0.4, -0.1], [0.0, 0.1, -0.1], [-0.1, -0.1, -0.4], [0.4, -0.3, 0.2], [-0.4, -0.3, -0.2], [-0.2, 0.2, -0.3], [-0.3, 0.2, 0.0], [-0.1, -0.1, 0.2], [0.2, 0.2, 0.1], [0.3, -0.1, 0.1], [0.0, 0.0, 0.3], [0.0, 0.0, 0.3], [0.2, -0.3, 0.1], [0.2, 0.0, -0.1], [-0.2, 0.1, -0.4], [-0.5, -0.2, -0.3], [-0.4, 0.0, -0.1], [0.0, 0.2, 0.3], [-0.2, 0.4, 0.1], [-0.2, 0.0, -0.2], [0.1, -0.4, -0.1], [0.4, -0.3, 0.2], [-0.3, -0.1, -0.3], [-0.3, 0.2, -0.1], [0.0, 0.2, 0.2], [0.4, 0.0, 0.1], [0.3, -0.3, 0.0], [-0.2, 0.1, 0.2], [0.0, 0.0, 0.2], [-0.1, -0.1, 0.4], [-0.3, -0.2, 0.4], [0.0, 0.0, 0.0], [0.3, -0.4, 0.6], [-0.2, -0.2, 0.0], [0.1, 0.0, 0.0], [0.4, -0.9, -1.1], [0.7, 0.2, 0.2], [0.4, 0.6, -0.2], [-0.6, 0.3, 0.0], [0.2, -0.1, -0.3], [0.7, -0.3, -0.8], [0.7, 0.6, 0.6], [-0.5, -0.8, 0.5], [-0.8, 0.7, -0.4], [0.0, -0.1, 0.2], [-0.2, 0.3, -0.3], [-0.4, 0.8, 0.0], [-0.6, -0.9, -0.5], [0.1, -0.2, 1.0], [1.1, 0.1, -0.5], [0.2, -0.5, -0.1], [-2.5, -0.9, 0.0], [-0.2, 0.0, -0.1], [-0.7, 0.4, 0.0], [0.7, 0.0, 0.0], [-0.2, -0.2, -0.2], [-0.3, -0.2, 0.0], [-0.2, 0.1, 0.0], [0.6, 0.0, 0.3], [-0.9, 1.1, -0.1], [0.3, 0.0, 0.0], [-0.2, 0.2, 0.2], [-0.3, -0.1, -0.1], [0.0, 0.2, -0.1], [0.1, -0.1, 0.2], [0.0, 0.1, 0.3], [-0.1, 0.1, 0.0], [0.0, -0.2, -0.1], [0.2, -0.1, 0.1], [0.2, 0.3, -0.1], [-0.4, -0.1, 0.1], [0.1, -0.3, -0.1], [-0.1, 0.1, 0.0], [0.1, 0.0, 0.1], [0.1, -0.1, -0.1], [0.2, -0.1, 0.1], [0.1, 0.0, -0.2], [0.2, 0.0, 0.3], [0.1, 0.3, 0.2], [0.3, -0.1, -0.2], [0.0, 0.1, -0.3], [-0.2, 0.3, -0.1], [0.1, 0.1, 0.3], [0.4, -0.1, 0.3]]}